Here is C50H63Cl3F3NSbSi6Zn as an isolated structure from the OMol25 dataset. Energies are from ωB97M-V/def2-TZVPD.

The geometry in XYZ format:
```
128
Properties=species:S:1:pos:R:3:forces:R:3:lowdin_charge:R:1
Zn -0.662 0.452 -1.063 0.17 0.17 -0.01 0.125
C -2.182 -2.933 3.220 0.10 0.06 -0.06 -0.027
C -2.816 -2.461 1.902 -0.23 -0.26 0.17 -0.563
C -4.088 -1.646 2.169 0.03 0.02 -0.02 -0.031
C -3.107 -3.656 0.981 0.03 0.08 -0.07 -0.025
C -1.854 -1.592 1.223 0.48 0.25 0.00 -0.139
N -1.065 -0.918 0.730 -0.31 0.00 -0.12 0.165
H -2.894 -3.551 3.768 -0.04 0.00 -0.04 0.092
H -1.906 -2.083 3.845 -0.02 0.01 0.04 0.073
H -1.286 -3.524 3.024 -0.01 -0.01 0.02 0.087
H -4.840 -2.287 2.633 0.05 -0.04 0.01 0.094
H -4.491 -1.241 1.243 -0.06 0.03 -0.06 0.065
H -3.878 -0.811 2.836 0.00 0.02 0.02 0.062
H -3.877 -4.282 1.432 0.00 0.01 0.04 0.091
H -2.209 -4.256 0.828 -0.01 0.00 -0.01 0.091
H -3.455 -3.318 0.004 -0.02 -0.02 -0.01 0.074
Cl -0.655 2.903 2.089 -0.21 0.25 -0.35 0.151
Si -1.661 2.559 0.180 0.19 -0.43 0.60 -0.507
Cl -2.246 4.551 -0.156 0.05 0.03 -0.36 0.116
Cl -3.487 1.794 0.967 -0.10 -0.09 0.08 0.157
F 4.843 -3.036 6.771 0.02 -0.01 0.01 0.041
C 4.053 -2.246 6.007 -0.05 0.09 -0.03 -0.291
C 2.960 -2.807 5.378 -0.01 -0.12 0.02 -0.019
C 2.152 -1.988 4.602 0.01 0.04 0.01 -0.129
C 2.421 -0.629 4.460 -0.04 0.21 -0.27 -0.399
C 3.544 -0.107 5.097 -0.02 -0.06 0.01 -0.114
C 4.366 -0.909 5.879 0.07 -0.05 0.05 -0.013
Sb 1.122 0.572 3.175 0.10 -0.10 0.69 1.445
C 2.085 2.430 3.714 -0.18 -0.26 -0.22 -0.427
C 2.842 3.044 2.721 0.02 -0.03 0.08 -0.148
C 3.446 4.274 2.935 0.06 0.04 -0.07 -0.002
C 3.271 4.882 4.160 0.00 -0.08 -0.02 -0.283
F 3.850 6.084 4.382 0.01 0.02 0.01 0.045
C 2.525 4.306 5.169 -0.01 0.03 0.06 -0.010
C 1.927 3.075 4.933 0.05 0.04 -0.01 -0.111
C -0.409 0.604 4.713 0.15 -0.07 -0.26 -0.380
C -1.747 0.707 4.336 0.06 -0.02 0.01 -0.174
C -2.762 0.683 5.282 -0.12 -0.03 -0.01 -0.012
C -2.421 0.550 6.612 0.09 -0.03 -0.07 -0.285
F -3.403 0.514 7.540 -0.02 0.02 0.03 0.045
C -1.109 0.438 7.026 -0.02 0.00 0.06 -0.013
C -0.107 0.460 6.065 -0.05 -0.05 0.01 -0.128
H 2.759 -3.863 5.499 -0.01 0.01 -0.01 0.114
H 1.294 -2.423 4.098 0.00 -0.03 0.02 0.090
H 3.789 0.942 4.986 0.01 0.01 0.02 0.092
H 5.238 -0.510 6.382 0.00 -0.01 0.00 0.115
H 2.953 2.559 1.758 0.02 0.06 -0.04 0.074
H 4.030 4.758 2.163 -0.01 0.02 0.02 0.119
H 2.411 4.820 6.114 0.00 0.02 -0.02 0.115
H 1.326 2.629 5.715 -0.03 0.00 0.02 0.089
H -2.002 0.816 3.289 -0.08 0.04 0.00 0.026
H -3.803 0.760 4.995 0.00 0.03 0.01 0.118
H -0.884 0.324 8.079 -0.01 0.01 0.00 0.115
H 0.923 0.344 6.380 0.00 0.00 0.03 0.094
C 4.318 2.908 -1.747 -0.15 -0.21 -0.03 -0.225
Si 2.436 2.684 -1.938 0.13 0.41 -0.16 0.333
C 1.639 3.912 -0.723 -0.01 -0.35 0.02 -0.235
C 1.963 3.343 -3.657 0.02 -0.24 0.07 -0.211
Si 1.757 0.427 -1.650 0.02 0.13 -0.04 0.331
Si 2.162 -0.602 -3.776 0.00 -0.22 -0.59 0.351
C 0.664 -0.564 -4.935 0.03 0.12 0.29 -0.209
C 2.622 -2.453 -3.674 -0.04 0.16 0.36 -0.223
C 3.571 0.177 -4.806 -0.01 0.14 0.33 -0.223
Si 3.508 -0.667 -0.465 0.38 -0.43 0.32 0.334
C 4.200 -0.003 1.182 -0.30 0.27 -0.23 -0.228
C 5.105 -0.811 -1.501 -0.28 0.14 -0.19 -0.222
C 2.969 -2.442 -0.027 -0.17 0.15 -0.19 -0.223
H 4.621 3.953 -1.847 -0.09 0.05 -0.02 0.023
H 4.858 2.329 -2.499 0.01 -0.02 0.01 0.010
H 4.646 2.557 -0.764 0.02 0.01 0.00 0.003
H 2.295 4.765 -0.526 0.05 0.01 -0.09 0.029
H 1.403 3.458 0.240 0.01 0.02 0.03 -0.038
H 0.700 4.303 -1.123 0.00 -0.02 -0.03 0.000
H 2.324 4.362 -3.820 0.03 0.03 0.11 0.028
H 0.876 3.354 -3.775 -0.01 -0.03 0.01 0.010
H 2.371 2.715 -4.449 -0.02 0.04 -0.01 -0.005
H -0.167 -1.145 -4.527 0.00 0.00 0.00 0.008
H 0.901 -0.974 -5.921 0.15 -0.05 0.03 0.035
H 0.302 0.456 -5.079 -0.02 0.01 -0.02 0.016
H 1.796 -3.041 -3.266 -0.01 0.01 0.00 0.006
H 3.495 -2.623 -3.041 -0.03 -0.06 -0.02 0.003
H 2.850 -2.848 -4.667 -0.04 0.11 -0.08 0.027
H 3.202 1.033 -5.374 -0.01 -0.02 -0.01 0.007
H 3.979 -0.540 -5.522 -0.07 -0.09 0.02 0.025
H 4.395 0.530 -4.181 0.01 0.01 -0.05 0.003
H 4.594 1.010 1.076 0.02 0.01 0.02 0.009
H 5.017 -0.638 1.532 0.00 -0.10 -0.09 0.038
H 3.443 0.013 1.967 0.13 -0.02 -0.03 -0.064
H 5.686 0.111 -1.423 -0.02 0.03 0.00 0.018
H 4.905 -0.982 -2.560 0.08 -0.01 0.04 -0.013
H 5.734 -1.631 -1.146 -0.05 -0.03 0.11 0.028
H 2.292 -2.434 0.832 -0.03 0.06 0.00 0.012
H 3.824 -3.073 0.228 0.08 0.07 0.02 0.026
H 2.443 -2.916 -0.858 -0.01 -0.01 0.03 -0.001
C -2.350 2.005 -6.520 0.03 0.03 -0.02 -0.103
C -2.861 0.714 -6.504 -0.03 -0.05 0.00 -0.093
C -2.892 -0.006 -5.319 0.00 -0.01 0.02 -0.095
C -2.416 0.538 -4.127 0.14 -0.01 0.24 -0.316
C -1.899 1.834 -4.167 -0.02 -0.05 0.00 -0.147
C -1.864 2.564 -5.347 -0.01 0.08 -0.03 -0.097
Si -2.485 -0.368 -2.442 -0.35 0.09 -0.54 0.651
C -4.321 -0.025 -2.012 0.18 -0.06 0.22 -0.291
C -5.192 -0.987 -1.497 0.08 0.00 0.03 -0.134
C -6.499 -0.678 -1.146 -0.06 -0.01 0.03 -0.102
C -6.970 0.617 -1.299 -0.02 -0.01 0.02 -0.105
C -6.122 1.593 -1.805 -0.04 0.05 -0.04 -0.096
C -4.821 1.272 -2.155 0.03 -0.02 -0.04 -0.130
C -2.424 -2.245 -2.810 0.16 0.22 0.25 -0.295
C -3.460 -2.973 -3.399 -0.01 -0.01 -0.05 -0.125
C -3.371 -4.347 -3.576 -0.02 -0.01 -0.05 -0.093
C -2.228 -5.029 -3.179 0.02 0.01 0.02 -0.103
C -1.178 -4.325 -2.606 0.03 -0.09 -0.01 -0.097
C -1.284 -2.954 -2.420 0.02 0.01 0.03 -0.136
H -2.324 2.573 -7.442 0.00 -0.02 -0.01 0.094
H -3.238 0.267 -7.417 0.02 0.01 -0.01 0.095
H -3.281 -1.018 -5.320 -0.02 0.00 -0.06 0.090
H -1.507 2.281 -3.257 0.02 0.02 -0.02 0.071
H -1.452 3.566 -5.354 -0.01 0.00 0.01 0.099
H -4.848 -2.008 -1.377 0.00 -0.03 0.04 0.076
H -7.150 -1.451 -0.753 0.00 0.01 0.00 0.096
H -7.988 0.867 -1.026 0.00 -0.01 0.00 0.093
H -6.479 2.609 -1.924 0.02 0.01 0.01 0.101
H -4.174 2.050 -2.547 -0.03 0.03 0.01 0.096
H -4.359 -2.457 -3.717 -0.03 -0.02 0.02 0.099
H -4.195 -4.887 -4.026 0.01 0.00 -0.01 0.097
H -2.154 -6.101 -3.315 -0.01 0.00 -0.01 0.094
H -0.277 -4.846 -2.302 0.00 0.00 0.01 0.099
H -0.460 -2.418 -1.956 0.00 0.00 0.00 0.066
```
Forces are in eV/Å.

Output
**Charge**: -1
**HOMO level**: -5.096 eV
**Gap between HOMO and LUMO**: 7.26 eV
**Molar mass**: 1197.08 g/mol
**LUMO energy**: 2.16 eV